1.
Below is a single C5H10N2O molecule at a distorted geometry, with properties calculated with ωB97M-V/def2-TZVPD.

Each line ends with the Löwdin charge.
Cartesian coordinates (Å):
O: -2.3918 -0.0015 0.9106  0.04
N: -0.7078 -0.9228 2.1726  0.12
N: -0.2711 1.0112 0.8060  0.16
C: -1.1950 -0.1543 1.0934  -0.57
C: 1.8546 1.3708 -0.3856  -0.01
C: -0.8181 -0.8386 -1.6430  -0.11
C: 0.5986 0.6176 -0.1073  -0.34
C: 0.2255 -0.6766 -0.5569  -0.17
H: -1.3980 -1.6030 2.4576  0.09
H: 2.6949 0.8333 0.0604  0.09
H: -0.4679 1.9756 1.0623  0.15
H: 2.0337 1.4109 -1.4615  0.09
H: -1.1991 -1.8617 -1.6203  0.07
H: 0.1971 -1.3417 2.0146  0.08
H: -0.4025 -0.6731 -2.6427  0.07
H: 1.0592 -1.3696 -0.6828  0.09
H: 1.8463 2.3874 0.0086  0.08
H: -1.6585 -0.1638 -1.4861  0.07

* Kohn-Sham gap: 8.01 eV
* SMILES: C/C=C(/C)NC(N)=O
* multiplicity: 1
* E_HOMO: -0.2713 Ha


2.
Below is 2 unconnected molecules or ions with the total composition C5H10N2O at a distorted geometry, with properties calculated with ωB97M-V/def2-TZVPD.

Each line ends with the Löwdin charge.
Cartesian coordinates (Å):
O: 2.7117 1.2359 -1.6530  0.08
N: 3.1155 0.1733 0.5446  0.17
N: 0.5021 -0.7043 -0.4396  0.03
C: -1.3341 0.8854 -0.6740  -0.06
C: 1.8642 0.6559 0.6665  -0.02
C: -1.3321 -0.8554 1.1552  -0.07
C: -0.9489 -0.5387 -0.2871  -0.48
C: 2.6552 0.8533 -0.5325  -0.55
H: 0.8028 -1.6408 -0.1912  0.11
H: -1.4795 -1.2414 -0.9521  0.13
H: -0.8690 -0.1486 1.8366  0.07
H: -1.0640 1.0861 -1.7088  0.08
H: -2.4061 1.0295 -0.5594  0.08
H: -0.8142 1.6022 -0.0420  0.08
H: -1.0078 -1.8586 1.4281  0.08
H: -2.4093 -0.7935 1.2813  0.08
H: 1.2201 0.7612 1.5139  0.09
H: 0.7934 -0.5014 -1.3865  0.09

* Kohn-Sham gap: 9.55 eV
* SMILES: O=c1cn1.CC(C)N
* multiplicity: 1
* E_HOMO: -0.3224 Ha


3.
Below is 2 unconnected molecules or ions with the total composition C5H10N2O at a distorted geometry, with properties calculated with ωB97M-V/def2-TZVPD.

Each line ends with the Löwdin charge.
Cartesian coordinates (Å):
O: -2.4617 -0.8609 -0.4679  -0.10
N: 0.0709 -2.6505 0.0057  0.09
N: -2.0808 -0.5394 0.6595  -0.20
C: -1.7815 0.6749 1.0274  -0.10
C: 1.8643 -0.9775 -0.1528  -0.15
C: 2.0415 0.2488 -0.6176  -0.03
C: 0.4669 -1.5233 -0.4170  -0.29
C: -1.6955 1.7723 -0.0179  -0.05
H: -0.2195 -0.7819 -1.0175  0.12
H: -2.5931 1.6141 -0.5958  0.07
H: 1.5258 0.8139 -1.4465  0.07
H: -0.8874 -2.7212 -0.3221  0.03
H: -1.9472 -1.2388 1.3353  0.14
H: 2.4217 -1.4282 0.6555  0.10
H: 3.0433 0.7885 -0.4507  0.08
H: -1.8149 2.6653 0.5063  0.05
H: -0.8064 1.7083 -0.6586  0.08
H: -1.5550 0.9284 2.0425  0.11

* Kohn-Sham gap: 9.71 eV
* SMILES: C/C=[NH+]\[O-].[H]/N=C/C=C
* multiplicity: 1
* E_HOMO: -0.3283 Ha


4.
Below is a molecular structure, C5H10N2O at a distorted geometry, with properties calculated with ωB97M-V/def2-TZVPD.

Each line ends with the Löwdin charge.
Cartesian coordinates (Å):
O: -3.1572 -1.0037 1.3660  0.02
N: -2.7220 -2.2691 -0.4651  0.13
N: 0.8443 0.8700 -0.1719  -0.26
C: 0.0461 -0.6299 0.6598  0.01
C: -1.1295 -0.6629 0.2221  -0.04
C: 1.9428 0.5018 -1.0534  -0.10
C: -2.4246 -1.2823 0.4343  -0.62
C: 1.1721 1.9057 0.7994  -0.09
H: 0.9021 -0.9514 1.2026  0.08
H: -3.6444 -2.6719 -0.4394  0.10
H: -0.1562 0.9708 -0.6536  0.16
H: 1.9224 1.5219 1.4941  0.09
H: -2.1178 -2.4556 -1.2456  0.09
H: 1.5801 -0.2176 -1.7859  0.09
H: 1.5692 2.8101 0.3250  0.08
H: 2.3642 1.3660 -1.5790  0.08
H: 2.7370 0.0381 -0.4647  0.09
H: 0.2717 2.1601 1.3553  0.09

* Kohn-Sham gap: 8.55 eV
* multiplicity: 1
* E_HOMO: -0.2884 Ha


5.
Below is a single C5H10N2O molecule at a distorted geometry, with properties calculated with ωB97M-V/def2-TZVPD.

Each line ends with the Löwdin charge.
Cartesian coordinates (Å):
O: -0.1167 -1.3296 -1.1439  -0.02
N: -1.3764 -0.1939 0.5549  -0.04
N: -2.2132 0.2878 -0.3661  -0.03
C: 1.0289 -0.9882 0.9379  -0.23
C: 2.3053 0.3985 -0.7782  -0.11
C: -0.2730 -0.9546 0.1843  -0.29
C: 1.5405 0.2686 0.4852  -0.19
C: -3.1842 1.1507 0.0185  -0.01
H: -3.3548 1.3786 0.9983  0.02
H: -1.5016 -0.1847 1.5875  0.17
H: 1.7870 -1.8668 0.6176  0.17
H: 1.1666 1.2016 0.9293  0.10
H: -3.8778 1.3804 -0.7448  0.03
H: 3.2421 0.0876 -0.6849  0.02
H: -0.2290 -0.5678 -1.8016  0.13
H: 2.2449 1.3434 -1.3392  0.09
H: 0.9710 -1.0567 2.0060  0.09
H: 1.8404 -0.3550 -1.4610  0.08

* Kohn-Sham gap (spin up / spin down): 7.49 / 6.91 eV
* multiplicity: 1
* E_HOMO (spin up / spin down): -0.2495 / -0.2282 Ha


6.
Below is a single C5H10N2O molecule at a distorted geometry, with properties calculated with ωB97M-V/def2-TZVPD.

Each line ends with the Löwdin charge.
Cartesian coordinates (Å):
O: 2.1804 0.2763 -1.2715  0.03
N: -0.9433 -0.0033 -2.0875  0.02
N: -0.4026 0.6978 -0.9834  -0.01
C: -0.4770 1.5767 1.8272  0.01
C: 0.3059 0.5903 1.4060  -0.13
C: 1.6207 -0.2375 -0.1970  -0.14
C: -0.5501 -1.5219 0.2345  -0.04
C: 0.1137 -0.1557 0.0008  -0.56
H: -0.4895 -2.1427 -0.6594  0.07
H: -1.1700 0.6754 -2.8025  0.08
H: -1.2621 1.9490 1.1812  0.05
H: -1.7328 -0.6124 -1.8684  0.08
H: -0.0732 -2.0529 1.0593  0.08
H: -1.6005 -1.3638 0.4932  0.08
H: 1.4229 0.5733 -1.8341  0.10
H: 1.0519 0.2452 2.1216  0.10
H: 2.3573 -0.4955 0.5647  0.12
H: -0.3519 2.0017 2.8154  0.05

* Kohn-Sham gap (spin up / spin down): 5.93 / 9.09 eV
* multiplicity: 1
* E_HOMO (spin up / spin down): -0.2255 / -0.3034 Ha


7.
Below is 2 unconnected molecules or ions with the total composition C5H10N2O2 at a distorted geometry, with properties calculated with ωB97M-V/def2-TZVPD.

Each line ends with the Löwdin charge.
Cartesian coordinates (Å):
O: -0.1491 -1.2559 3.5153  -0.03
O: -0.1800 -1.2620 0.1631  -0.14
N: -1.1518 -0.3993 0.4085  0.11
N: 0.8444 -0.5893 -0.6296  -0.12
C: 0.9578 -1.1973 3.0465  -0.17
C: 0.8966 -1.4124 -1.8753  -0.05
C: -1.6391 2.0449 -0.0075  -0.01
C: -0.8132 0.7589 -0.0084  -0.33
C: 0.3638 0.7426 -0.8424  -0.18
H: -1.1671 2.8091 0.4423  0.02
H: 0.0176 0.9796 -1.8650  0.13
H: 0.5734 -2.4686 -1.5315  0.12
H: 1.3216 -2.0390 2.3337  0.10
H: -2.6703 2.0274 0.4031  0.09
H: 1.7821 -1.4632 -2.4708  0.07
H: 1.0213 1.5506 -0.6392  0.12
H: -1.6307 2.5129 -1.0704  0.11
H: 1.5407 -0.2367 3.1508  0.09
H: 0.0821 -1.1024 -2.5232  0.07

* Kohn-Sham gap: 9.46 eV
* SMILES: CC1=NON(C)C1.C=O
* multiplicity: 1
* E_HOMO: -0.3189 Ha


8.
Below is a molecular structure, C5H10N2O2 at a distorted geometry, with properties calculated with ωB97M-V/def2-TZVPD.

Each line ends with the Löwdin charge.
Cartesian coordinates (Å):
O: 2.7758 0.0653 0.8039  -0.16
O: -2.8216 1.7200 0.3863  -0.04
N: -0.6762 -1.2144 0.1190  -0.04
N: -3.0361 -1.2974 0.1067  0.08
C: 0.7044 -0.7671 -0.1243  -0.13
C: 1.6159 -0.4788 0.9444  -0.16
C: 3.1122 0.6408 -0.5139  -0.07
C: -1.6651 0.8165 0.2391  -0.21
C: -1.9291 -0.5707 0.0137  -0.51
H: -3.1719 1.5051 -0.4523  0.04
H: 0.9585 -0.9270 -1.1597  0.08
H: 1.4071 -0.5673 1.9656  0.11
H: 2.5032 1.6799 -0.5643  0.12
H: -1.0234 0.8918 -0.7499  0.16
H: -0.7470 -2.3460 0.0676  0.19
H: -1.0586 0.9951 1.1892  0.16
H: 2.5202 -0.1390 -1.2873  0.09
H: -3.9377 -0.6195 -0.1580  0.10
H: 4.4695 0.6127 -0.8257  0.19

* Kohn-Sham gap: 9.13 eV
* multiplicity: 1
* E_HOMO: -0.3155 Ha


9.
Below is a molecular structure, C5H10N2O2PS at a distorted geometry, with properties calculated with ωB97M-V/def2-TZVPD.

Each line ends with the Löwdin charge.
Cartesian coordinates (Å):
S: -3.4005 -1.2192 -0.3019  0.58
P: 0.1306 0.6902 0.1460  0.98
O: -3.3907 1.0151 1.2115  0.00
O: 1.1259 2.8810 0.8645  -0.58
N: -2.3089 0.6187 -0.8619  -0.15
N: -1.0549 0.6582 -0.9983  -0.20
C: -0.0617 -0.4810 1.5708  -0.36
C: -0.1853 -1.9284 1.1182  -0.18
C: 1.9185 1.2069 -1.8050  -0.20
C: 1.5254 0.0747 -0.8709  -0.39
C: -3.0403 0.3753 0.2622  -1.06
H: 2.3512 -0.1899 -0.2084  0.08
H: 1.1980 -0.8085 -1.4275  0.08
H: -1.0330 -2.0497 0.4443  -0.01
H: 1.0782 1.4521 -2.4503  0.06
H: -0.9496 -0.1625 2.1237  0.07
H: -0.3459 -2.5766 1.9798  0.07
H: 2.7823 0.9462 -2.4165  0.06
H: 0.8072 -0.3285 2.2131  0.07
H: 0.7164 -2.2566 0.6036  0.06
H: 2.1374 2.0825 -1.1969  0.03

* total charge: -1
* Kohn-Sham gap (spin up / spin down): 6.78 / 6.79 eV
* multiplicity: 1
* E_HOMO (spin up / spin down): -0.1649 / -0.1647 Ha


10.
Below is a single C5H10N2O2S2 molecule at a distorted geometry, with properties calculated with ωB97M-V/def2-TZVPD.

Each line ends with the Löwdin spin population.
Cartesian coordinates (Å):
S: 1.3888 0.7445 0.1850  0.05
S: -2.2798 0.5048 -0.7187  0.14
O: 0.2973 1.5005 0.8091  0.05
O: 2.2322 0.0403 1.0857  0.01
N: 0.8488 -0.2368 -1.0107  0.72
N: -0.9345 -1.7806 0.1334  0.25
C: -1.1301 -0.6754 -0.3407  0.47
C: -3.2838 0.4986 0.8859  0.07
C: 2.1725 2.0153 -0.7023  0.02
C: 1.1786 -1.5739 -0.7859  0.08
C: 0.4080 -2.3290 0.3392  0.08
H: 2.3237 -1.7681 -0.5509  0.04
H: 1.4529 2.3938 -1.4862  0.00
H: -2.8290 0.8549 1.7930  0.00
H: 0.6641 -1.9491 1.4590  0.00
H: 2.5082 2.7481 0.0497  0.01
H: 0.3010 -3.4485 0.3246  0.00
H: -3.6192 -0.5677 0.9188  0.00
H: 3.1014 1.5941 -1.2805  0.00
H: -4.1741 1.1794 0.6118  0.01
H: 0.9775 -2.0980 -1.7509  0.00

* Kohn-Sham gap (spin up / spin down): 6.32 / 5.94 eV
* <S²>: 2.009
* multiplicity: 3
* E_HOMO (spin up / spin down): -0.2085 / -0.3313 Ha


11.
Below is a molecular structure, C5H10N2O3S at a distorted geometry, with properties calculated with ωB97M-V/def2-TZVPD.

Each line ends with the Löwdin charge.
Cartesian coordinates (Å):
S: 2.2152 -1.0818 -0.7481  0.69
O: -1.7242 -1.3837 -0.5807  0.05
O: 2.5079 -2.3932 -1.2838  -0.33
O: 3.4315 -0.2633 -0.5904  -0.35
N: 1.3361 1.3801 0.7295  0.07
N: -0.8055 0.5562 0.3629  0.09
C: 0.5784 0.3702 0.0550  -0.54
C: -3.1339 0.2658 0.5129  -0.03
C: 1.1973 -1.1474 0.7854  -0.02
C: -1.8224 -0.3074 0.0347  -0.49
C: 0.9330 0.0550 -1.4373  -0.12
H: 0.4831 -1.8884 0.7056  0.05
H: 0.9888 2.4084 0.5830  0.14
H: 1.7130 -1.0262 1.6642  0.06
H: 2.2741 1.3441 0.4420  0.04
H: 0.1960 -0.5255 -2.1873  0.16
H: -0.9630 1.4707 0.8380  0.16
H: -3.4392 0.2777 1.6235  0.11
H: 1.4059 0.9695 -1.9122  0.11
H: -3.9139 -0.3866 0.2460  0.05
H: -3.4580 1.3059 0.1573  0.11

* Kohn-Sham gap: 9.98 eV
* multiplicity: 1
* E_HOMO: -0.3544 Ha


12.
Below is 2 unconnected molecules or ions with the total composition C5H10N2O5 at a distorted geometry, with properties calculated with ωB97M-V/def2-TZVPD.

Each line ends with the Löwdin charge.
Cartesian coordinates (Å):
O: 2.2170 1.8144 0.3872  0.11
O: 0.2053 -2.0100 1.2756  0.04
O: -1.7159 0.9795 1.4549  0.09
O: -0.0239 -0.4407 2.7431  0.08
O: 0.5689 1.8748 1.7641  0.05
N: 1.2635 1.3094 0.9405  -0.35
N: 0.3037 -0.8676 1.6531  -0.37
C: 1.2210 -0.0966 -1.9842  -0.09
C: -1.4175 0.4725 0.3029  -0.20
C: 0.8021 0.0374 0.5867  -0.17
C: -2.2000 -0.5689 -0.3495  0.02
C: 1.3229 -0.6938 -0.5478  -0.20
H: -1.8490 -0.6974 -1.4714  0.15
H: 1.0071 1.0522 -1.9684  0.11
H: -1.1229 1.2800 -0.3117  0.12
H: -3.1468 -0.2904 -0.1936  0.06
H: 0.3625 -0.4560 -2.5125  0.04
H: -1.3038 1.6849 1.9236  0.11
H: 1.0439 -1.7240 -0.7107  0.11
H: 2.0544 -0.3385 -2.6143  0.06
H: -2.0488 -1.4471 0.2000  0.08
H: 2.4562 -0.8743 -0.5675  0.14

* Kohn-Sham gap (spin up / spin down): 8.63 / 8.63 eV
* multiplicity: 1
* E_HOMO (spin up / spin down): -0.3439 / -0.3438 Ha


13.
Below is a single C5H10N2OS molecule at a distorted geometry, with properties calculated with ωB97M-V/def2-TZVPD.

Each line ends with the Löwdin charge.
Cartesian coordinates (Å):
S: -0.9724 0.4095 -0.1629  1.04
O: -1.7494 2.0066 0.0737  -0.40
N: 1.6831 1.4631 -2.4777  -0.02
N: -1.2044 -3.4417 0.9794  0.17
C: -1.0296 0.0580 1.6610  -0.34
C: 1.1151 0.2606 -1.8763  -0.39
C: 0.6368 0.3954 -0.4621  -0.44
C: -0.4371 -1.2755 1.9743  -0.17
C: -0.7724 -2.3867 1.3847  -0.21
H: 0.2721 -0.0450 -2.5024  0.09
H: 1.3407 0.6732 0.3092  0.07
H: 1.8904 -0.5108 -1.9310  0.10
H: -0.4835 0.8475 2.1695  0.09
H: 0.9828 2.1993 -2.4863  0.06
H: 2.4703 1.7919 -1.9269  0.06
H: -2.0876 0.1274 1.9147  0.09
H: -1.1854 2.6412 0.5199  0.02
H: -0.8426 -3.8951 0.1521  0.08
H: 0.3732 -1.3190 2.6871  0.11

* Kohn-Sham gap: 8.73 eV
* multiplicity: 1
* E_HOMO: -0.2959 Ha


14.
Below is 2 unconnected molecules or ions with the total composition C5H10N2OS at a distorted geometry, with properties calculated with ωB97M-V/def2-TZVPD.

Each line ends with the Löwdin charge.
Cartesian coordinates (Å):
S: -1.8939 0.1291 -0.0393  0.91
O: -2.4628 1.3244 -0.6263  -0.49
N: -1.9495 -1.0942 -0.9761  -0.39
N: 0.2501 -1.8727 1.0081  0.16
C: -2.4558 -1.2157 -2.2941  -0.19
C: 1.2393 1.1469 2.2461  -0.04
C: 1.4117 0.3145 0.9610  -0.36
C: 2.3310 0.8423 -0.1748  -0.06
C: 0.7255 -0.7731 0.8257  -0.29
H: 1.9997 1.9137 2.1737  0.06
H: 1.6623 0.7530 -1.0714  0.08
H: -1.7937 -0.6533 -2.9423  0.07
H: 0.2064 1.5395 2.1502  0.08
H: 1.4053 0.4472 3.0595  0.08
H: -3.4848 -0.6109 -2.3099  0.13
H: -2.3894 -2.2301 -2.6354  0.06
H: -0.7059 -2.0247 0.8468  0.00
H: 2.6760 1.9087 0.0701  0.09
H: 3.2285 0.1553 -0.2716  0.09

* Kohn-Sham gap: 7.78 eV
* multiplicity: 1
* E_HOMO: -0.3018 Ha


Number 1: calculated total energy -10372.870 eV. Number 2: calculated total energy -10372.240 eV. Number 3: calculated total energy -10370.707 eV. Number 4: calculated total energy -10371.628 eV. Number 5: calculated total energy -10369.402 eV. Number 6: calculated total energy -10369.799 eV. Number 7: calculated total energy -12417.202 eV. Number 8: calculated total energy -12416.380 eV. Number 9: calculated total energy -32541.943 eV. Number 10: calculated total energy -34085.603 eV. Number 11: calculated total energy -25302.720 eV. Number 12: calculated total energy -18555.508 eV. Number 13: calculated total energy -21206.491 eV. Number 14: calculated total energy -21206.697 eV.